1.
{"formula": "C7H23N7O4Pb", "method": "ωB97M-V with the def2-TZVPD basis set", "relative_energy_ev": 2.9184, "charge": 2, "homo_lumo_gap_ev": 10.19, "multiplicity": 1, "total_energy_ev": -31488.009, "e_lumo_ev": -5.73, "homo_energy_ev": -15.9, "symbols": ["Pb", "C", "O", "N", "N", "H", "H", "H", "H", "C", "O", "N", "N", "H", "H", "H", "H", "C", "O", "N", "N", "H", "H", "H", "H", "C", "C", "C", "O", "C", "N", "H", "H", "H", "H", "H", "H", "H", "H", "H", "H", "H"], "coordinates": [[-0.0258, 1.0224, 1.1811], [-0.4669, 0.6620, -2.3588], [-0.3615, 0.4116, -1.2249], [0.5392, 1.0928, -3.0436], [-1.4074, 0.3433, -3.2154], [0.5485, 1.0983, -4.0535], [1.3920, 1.3832, -2.5870], [-1.2530, 0.6566, -4.1630], [-2.1352, -0.2679, -2.8735], [2.6172, -1.3138, 1.6922], [1.9149, -0.3772, 1.5508], [2.9880, -2.0237, 0.7080], [3.1622, -1.5739, 2.7504], [3.5041, -2.8864, 0.8056], [2.5128, -1.8850, -0.1724], [3.9039, -2.2590, 2.7257], [3.1834, -0.8511, 3.4556], [2.9241, 1.8566, -1.0479], [1.9652, 1.8425, -0.2886], [3.4945, 0.7524, -1.4354], [3.3056, 2.9648, -1.6700], [4.2841, 0.7823, -2.0644], [3.2689, -0.1035, -0.9490], [4.0738, 2.9450, -2.3253], [2.7459, 3.7706, -1.4298], [-2.7004, -1.0781, 3.0737], [-2.4691, -1.4859, 1.6606], [-3.2318, -0.5848, 0.6776], [-2.6406, 0.7479, 0.5139], [-3.3761, 1.5935, -0.4072], [-1.0869, -1.4065, 1.3631], [-1.8636, -1.1539, 3.7680], [-3.4307, -1.7669, 3.4983], [-3.1645, -0.0922, 3.0465], [-2.7469, -2.5399, 1.6545], [-4.2596, -0.5615, 1.0397], [-3.3204, -1.1361, -0.2585], [-4.4363, 1.6128, -0.1549], [-3.2323, 1.1910, -1.4099], [-3.0742, 2.6409, -0.4086], [-0.5123, -2.0712, 1.8612], [-1.1328, -1.9526, 0.5148]]}

---

2.
{"formula": "C7H25AlBClNOP2", "method": "ωB97M-V with the def2-TZVPD basis set", "charge": 2, "homo_lumo_gap_ev": [6.61, 7.64], "multiplicity": 2, "total_energy_ev": -49559.908, "e_lumo_ev": [-8.51, -9.36], "homo_energy_ev": [-15.1, -17.0], "s2": 0.75, "symbols": ["Al", "H", "H", "P", "P", "C", "H", "H", "H", "C", "H", "H", "H", "C", "H", "H", "H", "C", "H", "H", "H", "C", "H", "H", "H", "C", "H", "H", "H", "C", "O", "H", "H", "H", "H", "B", "N", "H", "Cl"], "coordinates": [[0.2686, -0.0065, 0.5363], [0.8140, 0.1038, -2.1285], [-1.1253, -0.0625, -0.9229], [0.2986, -2.3738, 0.5499], [0.2682, 2.3707, 0.5999], [1.8752, 3.1526, 1.0610], [1.8031, 4.2516, 0.9616], [2.1362, 2.8956, 2.1001], [2.6801, 2.7806, 0.4071], [-0.1066, 3.0804, -1.0242], [-1.1918, 3.0858, -1.1946], [0.2680, 4.1135, -1.0522], [0.3709, 2.4939, -1.8202], [-0.8867, 3.2357, 1.7111], [-0.7478, 2.8953, 2.7435], [-0.7125, 4.3213, 1.6659], [-1.9225, 3.0243, 1.4248], [1.0438, -2.9436, -1.0133], [1.1035, -4.0436, -1.0041], [0.4522, -2.5970, -1.8717], [2.0527, -2.5220, -1.1111], [1.2848, -3.2407, 1.8372], [0.8318, -3.0754, 2.8263], [1.3050, -4.3238, 1.6255], [2.3152, -2.8555, 1.8680], [-1.2732, -3.2675, 0.6230], [-1.8683, -3.0899, -0.2780], [-1.0598, -4.3410, 0.7101], [-1.8610, -2.9482, 1.4905], [-1.6614, -0.0366, 1.3010], [-2.6581, -0.1166, 1.9071], [-2.1358, -0.8523, -1.9904], [-2.1541, 0.7693, -1.9364], [-0.2947, 1.0887, -3.5214], [-0.1533, -1.0639, -3.4735], [-0.3313, 0.0209, -2.9277], [-1.5243, -0.0357, -1.9175], [1.0658, 0.0751, -1.1599], [1.4311, 0.0369, 2.3975]]}

---

3.
{"formula": "C7H25BFLiN3O6P3", "method": "ωB97M-V with the def2-TZVPD basis set", "charge": 0, "homo_lumo_gap_ev": 5.44, "multiplicity": 1, "total_energy_ev": -55880.213, "e_lumo_ev": -1.62, "homo_energy_ev": -7.1, "symbols": ["C", "B", "O", "P", "C", "O", "O", "C", "C", "C", "F", "C", "C", "N", "N", "N", "P", "P", "O", "O", "O", "H", "H", "H", "H", "H", "H", "H", "H", "H", "H", "H", "H", "H", "H", "H", "H", "H", "H", "H", "H", "H", "H", "H", "H", "H", "Li"], "coordinates": [[-0.4936, 2.9826, 0.6806], [-0.8599, 1.5114, 1.2349], [-1.5677, 1.5513, 2.4836], [-0.3470, -0.1422, 0.3530], [-1.9175, -1.0949, 1.0115], [-2.3965, -2.0126, 0.0062], [-3.4246, -2.7950, 0.6042], [0.5760, -0.5861, 1.9989], [1.4241, -1.8881, 2.0513], [2.9471, -1.6590, 1.7247], [0.9036, -2.9802, 1.3875], [1.2541, 0.6432, -0.4428], [2.0952, -0.1250, -1.5258], [2.1459, -1.5627, -1.5640], [1.7244, 0.3695, -2.8825], [3.5259, 0.3248, -1.4241], [-1.4096, 0.4217, -1.5765], [-3.3504, 1.2722, -1.2981], [-3.3548, 2.6664, -0.6962], [-3.9912, 1.4488, -2.8559], [-4.5004, 0.3444, -0.5444], [-0.7490, 3.0686, -0.3990], [-1.0112, 3.8085, 1.1970], [0.5971, 3.1088, 0.8010], [-0.9722, 1.8348, 3.1791], [-0.0294, -1.3956, -0.2869], [-2.7724, -0.4337, 1.2622], [-1.7026, -1.7271, 1.8934], [-3.8788, -3.2480, -0.1071], [1.2822, 0.2509, 2.2351], [-0.0926, -0.6060, 2.8797], [1.4455, -2.1962, 3.1162], [3.1134, -0.6144, 1.4115], [3.5835, -1.8560, 2.6028], [3.2656, -2.3580, 0.9270], [0.9041, 1.5523, -1.0079], [1.9686, 1.0653, 0.3230], [1.6230, -1.9653, -2.3231], [1.9085, -2.0563, -0.7135], [2.4946, 0.0263, -3.4562], [0.9078, -0.1315, -3.2247], [3.9677, -0.2104, -0.6856], [3.5688, 1.3161, -1.2195], [-1.6497, -0.8414, -2.2193], [-3.5123, 2.1594, -3.2779], [-5.0622, -0.0852, -1.1959], [1.8190, 2.8441, -0.4376]]}

---

4.
{"formula": "C7H26Al2N7O7", "method": "ωB97M-V with the def2-TZVPD basis set", "charge": 3, "homo_lumo_gap_ev": 2.36, "multiplicity": 1, "total_energy_ev": -45597.262, "e_lumo_ev": -15.14, "homo_energy_ev": -17.5, "symbols": ["Al", "Al", "O", "H", "O", "H", "O", "H", "C", "O", "N", "N", "H", "H", "H", "H", "C", "O", "N", "N", "H", "H", "H", "H", "C", "O", "N", "N", "H", "H", "H", "H", "C", "C", "C", "O", "C", "N", "H", "H", "H", "H", "H", "H", "H", "H", "H", "H", "H"], "coordinates": [[17.4972, -22.7054, -23.3761], [15.1283, -19.0267, -21.5746], [17.9017, -20.2206, -21.7498], [18.7405, -19.9385, -22.1638], [15.9671, -20.2333, -24.0189], [15.8638, -20.2885, -24.9888], [15.2760, -22.0330, -21.5284], [14.8281, -22.2875, -22.3586], [18.1164, -17.2350, -23.9017], [17.2906, -17.1915, -23.0094], [18.6886, -16.1932, -24.3891], [18.5462, -18.3474, -24.3640], [19.3181, -16.3144, -25.1697], [18.5234, -15.2798, -23.9909], [17.9789, -19.1556, -24.1516], [19.2019, -18.4632, -25.1235], [17.0535, -21.2667, -27.0246], [17.7753, -21.0841, -26.0265], [16.6060, -20.4063, -27.9319], [16.5557, -22.4367, -27.2721], [15.9645, -20.5740, -28.6938], [16.7936, -19.4140, -27.9171], [16.2980, -22.6316, -28.2290], [16.9361, -23.1162, -26.6289], [13.6493, -17.4101, -25.2770], [13.8519, -17.8208, -24.1403], [14.6046, -17.4118, -26.2188], [12.5309, -16.9193, -25.6267], [14.3987, -16.9948, -27.1154], [15.5176, -17.7853, -26.0019], [11.8774, -16.7021, -24.8880], [12.3795, -16.5152, -26.5399], [12.9675, -21.7496, -25.8376], [13.5570, -22.9028, -25.1579], [13.6213, -24.2516, -25.9260], [12.5404, -25.0596, -25.3254], [12.2081, -26.2955, -26.0068], [14.9110, -22.5047, -24.9071], [12.8457, -20.9281, -25.1316], [11.9622, -21.9873, -26.1856], [13.5142, -21.3652, -26.6987], [13.0069, -23.0059, -24.2225], [14.5754, -24.7230, -25.6901], [13.4815, -24.1035, -26.9968], [11.5770, -26.3205, -26.8952], [11.5432, -26.8922, -25.3823], [13.0596, -26.9339, -26.2424], [14.8395, -21.5075, -24.7630], [15.1907, -22.3894, -25.8707]]}

---

5.
{"formula": "C7H26AsO10P2S", "method": "ωB97M-V with the def2-TZVPD basis set", "charge": -1, "homo_lumo_gap_ev": 4.21, "multiplicity": 1, "total_energy_ev": -118398.975, "e_lumo_ev": 0.01, "homo_energy_ev": -4.2, "symbols": ["O", "S", "O", "C", "As", "H", "H", "H", "H", "H", "H", "H", "H", "C", "O", "P", "O", "O", "C", "O", "C", "H", "H", "H", "H", "H", "H", "H", "H", "H", "C", "O", "P", "O", "O", "C", "O", "C", "H", "H", "H", "H", "H", "H", "H", "H", "H"], "coordinates": [[-1.3743, -4.1807, 0.4605], [-1.8053, -3.1443, -0.5526], [-3.1596, -2.5449, -0.2347], [-1.7556, -3.8606, -2.2626], [-0.4103, -2.7052, -3.3082], [-0.8972, -2.0857, -0.5019], [-1.3782, -4.9266, -2.1703], [-2.7825, -3.8810, -2.7282], [-1.4467, -2.4135, -4.4551], [0.1494, -3.9770, -4.0352], [0.6037, -2.9629, -2.1120], [-1.0131, -1.4413, -2.5546], [0.6735, -1.7762, -3.9938], [-2.6850, 3.8597, -2.9522], [-2.7393, 3.9974, -1.5294], [-2.3551, 2.6198, -0.5840], [-2.3346, 3.3910, 0.7259], [-0.8642, 2.5220, -1.2529], [0.1090, 3.4968, -0.9182], [-2.1215, 1.0833, 0.1417], [-3.3420, 0.4121, 0.4802], [-3.6062, 4.2572, -3.3831], [-1.8424, 4.4417, -3.3303], [-2.5687, 2.8197, -3.2614], [-0.3145, 4.3464, -0.3815], [0.5664, 3.8583, -1.8427], [0.8830, 3.0312, -0.3082], [-3.9322, 0.2421, -0.4207], [-3.9154, 1.0075, 1.1968], [-3.0998, -0.5510, 0.9258], [5.1244, 0.5649, 2.4326], [3.9904, 0.7407, 3.2851], [2.4973, 0.0712, 2.7684], [1.7992, 0.3385, 4.0919], [3.1387, -1.4323, 2.7020], [3.4545, -2.1057, 3.9086], [1.0956, -0.5143, 1.9757], [0.3321, 0.4927, 1.3004], [5.6176, 1.5293, 2.2938], [5.8246, -0.1199, 2.9148], [4.8475, 0.1642, 1.4560], [3.4134, -1.4500, 4.7790], [4.4659, -2.5117, 3.8224], [2.7582, -2.9341, 4.0436], [0.9408, 0.9640, 0.5276], [-0.0178, 1.2469, 2.0105], [-0.5238, 0.0202, 0.8305]]}